# 1
# C13H24NbO2

C13H24NbO2 as an isolated structure in a non-equilibrium geometry (ωB97M-V/def2-TZVPD, OMol25).

E: -716.7993 Ha
E_LUMO: 0.62 eV
HOMO: -0.1618 Ha
charge: -1

Geometry as XYZ:
```
40
Properties=species:S:1:pos:R:3:forces:R:3
H -3.142 0.358 -0.139 0.8775 0.2011 2.1702
H 0.007 4.163 1.924 1.3367 -0.7444 -1.8899
Nb -0.737 2.733 -0.513 -0.3790 0.8581 2.4565
H 1.760 -0.989 1.802 0.5961 -0.0806 -2.4830
H -3.165 -2.855 -1.361 0.0633 0.0545 0.0019
C -2.640 0.442 0.918 0.2747 -0.1074 0.7391
H 0.855 4.915 0.410 -0.4694 -1.9700 1.0928
H 2.510 3.764 2.178 -0.7466 -1.1897 -1.8583
H 0.197 1.190 -0.379 0.0098 -0.6557 -0.5106
H -1.743 -0.335 0.952 -1.7851 1.6612 -0.2034
C -1.957 -4.593 -1.211 -0.2414 0.3597 -0.0463
H 2.606 1.059 -0.475 0.5064 -0.3698 2.4564
C -0.622 -5.192 -1.406 0.1474 -0.6295 0.1634
C 2.775 0.686 0.632 -1.1181 -1.0748 0.4233
H -2.729 -5.249 -0.827 0.0447 -0.0180 -0.0010
H 2.898 -1.685 0.399 -1.6243 1.6636 0.5655
C -2.191 -3.309 -1.497 -0.1845 -0.4750 0.1923
C -2.043 1.965 1.233 -0.0783 -1.7791 0.6015
H -2.896 2.716 1.514 1.5201 -1.3957 -0.3481
C 2.047 3.159 1.259 0.1174 1.0976 1.5216
C 0.212 -3.032 -2.214 0.3530 -0.4074 0.0200
C 2.108 -0.847 0.675 0.4602 0.3142 0.3851
H -1.811 1.868 -1.738 -0.0076 0.1523 -0.2539
H 0.862 1.182 1.879 2.0062 1.0458 -0.4483
H -1.290 1.812 2.142 -1.6961 0.5627 -1.5601
H 1.420 -4.770 -2.064 -0.0433 -0.0188 0.0279
H -1.779 4.220 -0.744 -0.4741 0.2179 -0.5129
H 0.327 3.223 -1.902 0.3857 -0.1820 -0.4181
H 1.180 -0.920 -0.070 2.0042 0.3060 1.8039
C 0.604 3.872 0.932 1.1506 1.5403 0.2685
C 1.949 1.597 1.754 1.2216 -0.0112 -0.9457
H 3.915 0.675 0.949 -2.2896 -0.0372 -0.8887
O -0.409 -6.368 -1.146 -0.1108 0.5247 -0.1315
H 2.826 3.333 0.372 -1.9038 -0.7194 1.7892
C 0.446 -4.316 -1.928 0.0813 0.3896 -0.1448
C -1.123 -2.433 -2.019 -0.2132 1.3573 -0.2294
H -3.373 0.119 1.793 1.1787 0.4914 -1.8928
O -1.336 -1.257 -2.279 0.1608 -1.1721 0.1229
H 2.499 1.473 2.795 -1.0779 0.1917 -2.0732
H 0.984 -2.376 -2.598 -0.0534 0.0482 0.0377
```
Positions in Å, forces in eV/Å.



# 2
# C22H41ClNP3SeY

C22H41ClNP3SeY as an isolated structure in a non-equilibrium geometry (ωB97M-V/def2-TZVPD, OMol25).

E: -4840.3736 Ha
E_LUMO (alpha / beta): -13.15 / -13.12 eV
HOMO (alpha / beta): -0.5636 / -0.5636 Ha
charge: +3

Geometry as XYZ:
```
70
Properties=species:S:1:pos:R:3:forces:R:3
C -2.149 -0.520 4.024 -0.3620 0.1387 -0.4776
H 0.986 0.021 -9.157 0.1479 -0.0835 0.0066
H 3.209 -1.706 -7.885 -0.0333 0.0434 -0.1429
H 2.721 0.545 -8.789 -0.0632 -0.1517 -0.0427
C 1.090 -3.338 -2.320 0.3843 -1.2569 -0.8167
C -0.976 3.324 0.391 -0.5671 0.8451 1.1746
C -1.482 2.872 2.653 -0.0741 1.5755 -1.4758
C 3.109 -0.755 1.817 -0.0422 0.0489 0.0435
H 3.073 -1.583 1.107 0.1422 -0.0822 0.1133
H -0.618 -2.938 3.068 0.0464 -0.0150 0.1457
C -3.939 0.066 0.866 0.3663 0.7328 0.6104
H 0.132 0.106 5.515 -0.0627 -0.0847 -0.2785
H 1.319 -0.140 -4.487 0.0337 -0.1726 0.1111
H -2.567 0.488 4.024 -0.0705 -0.1253 0.0761
H 2.175 2.178 3.104 0.2074 0.1109 -0.0540
H 0.872 0.038 -2.050 0.0954 -0.1175 -0.1746
C 1.256 -1.043 -3.884 -0.3362 0.7294 0.8734
C 1.966 -0.237 -8.764 -0.0201 -0.1613 0.2236
P -2.317 -0.621 0.283 -7.4133 -3.9826 -3.4494
Se 0.589 -2.073 0.181 1.1952 -1.9472 -3.2695
C 1.339 -3.440 -3.686 -0.1741 -0.5526 0.9305
H -2.243 6.090 1.897 -0.0111 -0.0126 0.0578
H 1.468 -4.423 -4.133 -0.0374 0.1726 0.1144
H -1.891 -1.264 -2.006 -0.0915 0.0561 -0.0508
H -3.605 -0.786 -1.802 0.1734 -0.0438 0.1665
C -2.702 -2.400 0.589 0.0318 0.0877 0.2288
H 1.619 -2.375 -5.547 0.0428 0.0679 0.0815
H 0.214 1.492 4.394 0.1134 -0.1196 0.1842
H 2.755 -1.097 2.794 0.1233 -0.0361 -0.1040
H 1.025 -4.236 -1.711 0.0277 0.0843 -0.1625
P -0.489 -0.516 3.201 -0.7042 -3.1767 9.0694
C -1.416 4.643 0.536 0.0776 -0.5287 0.3192
N -1.009 2.455 1.443 -0.1848 0.4229 0.0203
H -4.073 1.105 0.558 0.0913 -0.0413 0.0258
H -2.068 -0.872 5.059 0.2063 0.0475 -0.2193
Y -0.264 0.224 1.000 -1.3739 6.0002 1.0408
C 1.425 -2.293 -4.481 -0.0843 -0.0659 0.1675
H 2.908 2.885 1.652 -0.1697 -0.0533 -0.0246
C 2.797 1.967 2.230 -0.8005 0.3571 0.3950
H 1.475 -2.230 -8.253 0.0413 0.0641 -0.1435
H -3.987 0.020 1.957 -0.1010 0.0577 -0.1566
H 2.980 0.058 -0.964 0.0815 0.1214 0.0043
H 3.858 1.438 -0.238 -0.1880 -0.1269 0.1692
H -2.836 -1.176 3.485 0.0233 0.0249 0.1107
C -1.930 4.181 2.840 -0.1410 -0.1301 0.5595
H -1.390 5.325 -0.303 0.0201 -0.0530 0.0083
H -2.468 -2.668 1.622 -0.0861 -0.0984 -0.0861
H -0.035 -2.441 4.684 -0.0084 0.1698 -0.1941
H -0.611 2.995 -0.570 0.0642 -0.3416 0.1012
H 1.051 -2.409 3.264 -0.0315 -0.0995 0.1489
H -1.530 2.208 3.478 0.0904 -0.6381 0.3891
C 0.919 -2.080 -1.713 -0.4468 -0.3813 1.8574
H -2.092 -3.014 -0.076 -0.0707 -0.0793 0.0037
C 2.873 0.987 -0.400 -0.4965 -0.1242 -0.3757
C 0.028 -2.240 3.609 0.1085 -0.1012 -0.4417
H -3.767 -2.586 0.408 0.2404 -0.0424 -0.0164
Cl -2.536 4.692 4.406 0.4152 -0.4321 -0.9754
C 0.425 0.424 4.508 0.2838 0.3607 -0.3218
C -2.569 -0.548 -1.534 0.2615 0.2179 -0.1634
P 2.044 0.622 1.197 8.6042 0.4519 0.7983
H -0.076 0.794 -0.533 0.4628 1.5190 -5.2548
C 1.006 -0.935 -2.515 0.0440 1.1702 -1.1148
C -1.896 5.072 1.772 0.1006 -0.0832 -0.2392
H 2.244 1.669 -0.979 0.2011 0.0329 -0.0142
H 4.140 -0.402 1.925 -0.1761 -0.1283 -0.0741
H -4.762 -0.528 0.454 0.3592 -0.0774 -0.0966
H 3.788 1.648 2.570 -0.2252 -0.0845 -0.1537
H -2.313 0.450 -1.898 -0.1139 -0.1300 -0.0064
C 2.229 -1.448 -8.278 -0.0848 0.2525 0.1758
H 1.502 0.280 4.391 -0.0627 -0.0010 0.0654
```
Positions in Å, forces in eV/Å.



# 3
# C40H39F6N5OP2PdTe

C40H39F6N5OP2PdTe as an isolated structure in a non-equilibrium geometry (ωB97M-V/def2-TZVPD, OMol25).

E: -3574.4389 Ha
E_LUMO: -1.36 eV
HOMO: -0.2810 Ha

Geometry as XYZ:
```
95
Properties=species:S:1:pos:R:3:forces:R:3
C 1.491 -1.888 1.485 0.0767 0.1331 0.1684
H 1.215 4.739 -4.339 -0.0011 0.0065 -0.0154
C 2.722 -3.596 2.675 -0.0119 -0.0050 -0.0382
F -2.001 -1.063 -4.816 0.0381 0.0662 -0.0267
O -0.961 -1.516 -2.275 0.3006 0.1816 0.4038
H -6.232 -0.706 2.519 -0.0014 0.0012 -0.0047
H 3.468 4.910 -0.699 0.0146 0.0119 0.0080
H -5.860 -1.268 -1.043 0.0007 0.0047 0.0072
C -4.975 -2.870 1.732 -0.0192 -0.0494 0.0309
C 0.584 3.409 -2.780 0.0456 -0.0387 -0.0496
H -1.508 -4.729 -3.118 0.0247 -0.0112 -0.0259
N -4.407 -1.725 2.450 -0.0252 -0.0081 -0.0039
H -3.496 0.813 0.720 -0.0428 -0.0489 -0.0514
C -5.220 -0.544 2.144 -0.0251 0.0193 0.0171
H -0.373 4.660 -0.226 -0.0186 0.0013 0.0396
C 1.046 -2.861 0.594 -0.0878 -0.0575 -0.1634
C -5.828 -1.454 0.032 -0.0252 0.0004 -0.0129
C 4.232 1.349 -1.889 0.0216 0.0136 -0.0475
C 1.394 4.397 -3.329 -0.0011 -0.0038 0.0211
H -1.304 6.062 1.537 -0.0036 0.0244 -0.0001
Te 1.717 -0.505 -1.943 0.2920 0.4512 -0.0019
H 3.047 5.719 -3.002 0.0110 0.0125 -0.0021
H 0.389 -2.607 -0.236 0.0511 0.0233 0.1047
C 5.581 1.606 -1.695 0.0290 0.0328 -0.0041
F -3.430 -1.790 -3.373 -0.0192 0.0369 -0.0072
H -2.612 -0.649 2.469 -0.0353 -0.0140 0.0150
H -4.368 -3.754 1.939 -0.0022 0.0007 0.0009
H -4.792 0.323 2.651 -0.0020 0.0041 0.0005
C 3.042 2.759 3.265 0.0177 -0.0309 -0.0171
C 2.422 4.944 -2.578 -0.0058 -0.0188 0.0112
H 2.836 3.616 3.892 -0.0011 0.0156 0.0096
H -3.052 -3.282 0.006 0.0024 0.0365 -0.0107
C -1.965 4.415 2.741 0.0151 0.0015 0.0014
C -3.668 -2.401 -0.188 0.1614 -0.0579 0.0552
C -1.194 -2.552 -3.102 -0.2319 -0.1632 -0.1336
H 5.134 3.190 3.080 0.0172 0.0094 0.0063
C 1.865 3.496 -0.741 0.0631 -0.0314 -0.0057
C -1.541 2.237 1.818 -0.0496 -0.0768 0.0102
C 6.007 -0.547 -1.133 0.0219 0.0006 0.0037
C 4.330 2.517 2.812 -0.0307 -0.0169 -0.0154
H 3.580 2.139 -2.231 -0.0336 0.0188 0.0114
C 0.809 0.416 -0.231 -0.6447 -1.0368 -0.4850
C 1.460 -4.178 0.721 0.0454 -0.0078 0.0585
F 0.606 -1.802 -4.532 -0.0072 0.0126 -0.0521
H -1.631 1.161 1.899 0.0316 0.0701 -0.0188
F -2.711 -3.098 -4.928 0.0214 -0.0354 0.0204
C -3.925 -0.063 0.227 0.0624 0.0011 -0.0253
H 4.363 -1.923 -1.097 -0.0167 -0.0190 -0.0024
P -0.298 1.743 -0.696 0.4184 0.4881 0.4845
N 6.468 0.689 -1.314 -0.0491 -0.0192 0.0026
H -2.368 5.040 3.527 -0.0142 0.0038 0.0054
H -5.988 -3.047 2.097 -0.0030 -0.0040 -0.0007
C 2.011 1.897 2.911 0.0367 0.0168 0.0173
C 4.590 1.409 2.012 0.0206 0.0274 0.0172
C 3.563 0.551 1.657 0.0316 -0.0441 -0.0366
P 0.836 -0.174 1.474 0.5478 -0.4708 -0.4767
H -0.220 2.979 -3.364 -0.0136 -0.0026 0.0085
C 2.321 -2.274 2.537 0.0512 -0.0485 0.0075
H 1.125 -4.911 -0.001 -0.0006 -0.0181 -0.0061
C -0.889 2.793 0.716 0.0802 -0.0680 -0.0420
N -5.279 -0.274 0.707 -0.0080 -0.0342 -0.0017
H -2.449 -2.387 2.150 0.0130 0.0416 0.0059
H -6.844 -1.629 0.391 0.0050 0.0095 -0.0039
C 0.819 2.955 -1.489 -0.2232 -0.0040 -0.2186
H 5.592 1.219 1.648 0.0107 -0.0061 -0.0024
C 2.657 4.494 -1.283 0.0274 -0.0097 -0.0215
H 2.621 -5.580 1.862 0.0003 -0.0132 0.0035
N -3.039 -1.240 0.494 -0.1945 0.4101 -0.1655
C 0.081 -2.875 -3.928 -0.0563 -0.0678 -0.0903
Pd -1.012 -0.581 -0.201 -0.3099 0.0364 0.3221
H 1.002 2.092 3.254 -0.0128 0.0084 0.0001
C 2.267 0.795 2.100 -0.4911 0.4116 0.2805
C -1.365 4.986 1.631 -0.0157 -0.0500 0.0169
H -2.660 -3.844 -2.134 0.0624 0.0208 -0.0148
C 3.750 0.071 -1.648 -0.0089 -0.0412 0.0269
C -2.323 -2.127 -4.077 -0.0458 -0.0711 -0.0985
H 2.060 3.135 0.265 -0.0179 0.0112 -0.0221
C -0.834 4.183 0.629 0.0124 0.0762 0.0121
C 2.301 -4.551 1.762 -0.0177 0.0458 -0.0207
H -3.932 0.099 -0.854 -0.0007 0.0325 0.0459
H -2.539 2.569 3.679 -0.0015 0.0028 0.0220
C -2.056 3.032 2.828 -0.0083 0.0203 -0.0157
H 5.971 2.605 -1.860 0.0114 0.0298 -0.0047
C -1.619 -3.882 -2.444 0.0074 0.0277 0.0483
H -3.671 -2.188 -1.254 -0.0392 -0.0437 0.0752
F 1.033 -3.371 -3.110 0.0169 -0.1113 0.0073
C 4.674 -0.903 -1.286 0.0382 0.0211 0.0636
H 3.371 -3.874 3.496 0.0043 -0.0086 0.0095
H 2.666 -1.541 3.255 -0.0068 -0.0016 -0.0108
H -0.990 -4.040 -1.567 -0.0181 0.0019 -0.0071
H 6.738 -1.293 -0.843 0.0277 -0.0256 0.0114
F -0.117 -3.802 -4.886 -0.0066 -0.0186 -0.0352
H 3.770 -0.303 1.026 -0.0187 0.0302 0.0403
N -5.019 -2.647 0.288 -0.0105 0.0156 0.0150
C -3.060 -1.502 1.956 0.1468 -0.0675 -0.0381
```
Positions in Å, forces in eV/Å.